C8H7Cl2N2O2RuSSe2Te3 as an isolated structure. Source: the OMol25 dataset; level of theory: the ωB97M-V functional and the def2-TZVPD basis.

```
28
C8H7Cl2N2O2RuSSe2Te3 | the OMol25 dataset | the ωB97M-V functional and the def2-TZVPD basis
Ru 0.188 -0.739 0.641
Se -0.516 -0.739 3.017
Te 0.677 -2.125 4.778
Te 0.416 -3.323 0.080
Se 2.363 -1.922 0.845
Cl 1.313 1.812 -4.059
C 2.119 0.528 -3.091
Cl 1.807 -1.060 -3.809
C 1.685 0.658 -1.604
O 0.735 -0.110 -1.272
O 2.314 1.484 -0.960
H 3.181 0.723 -3.163
Te 0.778 1.293 2.245
N -6.332 -0.430 -1.954
C -5.847 0.485 -1.086
S -6.813 1.712 -0.543
C -4.430 0.299 -0.704
C -3.565 -0.493 -1.463
C -2.269 -0.692 -1.038
N -1.790 -0.162 0.096
C -2.596 0.639 0.803
C -3.907 0.891 0.437
H -7.322 -0.398 -2.125
H -5.864 -1.316 -2.051
H -3.862 -0.932 -2.407
H -1.566 -1.291 -1.604
H -2.155 1.092 1.682
H -4.529 1.528 1.050
```

Energy: -7589.5950 a.u.
Lowest unoccupied orbital energy (spin up / spin down): 3.295 / 3.274 eV
Molar mass: 907.9 g mol⁻¹
Kohn-Sham gap (spin up / spin down): 3.901 / 3.883 eV
Energy relative to the best compared isomer or geometry (same formula, charge and spin): 0.0 kcal per mole
<S²>: 0.768
Charge: -2
2S+1: 2

natural (NBO) atomic charge list, values in e, 2 entries: Ru 0.198; Se -0.104

***

A 8-piece molecular cluster, C40H90Br3N5 overall at a distorted geometry. Source: the OMol25 dataset; level of theory: the ωB97M-V functional and the def2-TZVPD basis.

```
138
C40H90Br3N5 | the OMol25 dataset | the ωB97M-V functional and the def2-TZVPD basis
C -17.030 -15.627 32.766
C -17.745 -16.477 33.783
C -18.616 -17.533 33.139
N -19.258 -18.551 34.053
C -18.276 -19.477 34.783
C -20.305 -17.964 35.017
C -21.571 -17.725 34.187
C -21.441 -18.709 33.017
C -20.161 -19.483 33.241
H -16.585 -16.322 32.053
H -16.301 -14.952 33.209
H -17.725 -14.942 32.276
H -18.511 -15.894 34.303
H -17.018 -16.878 34.491
H -18.207 -18.062 32.275
H -19.459 -17.006 32.683
H -18.847 -19.824 35.642
H -17.406 -18.952 35.167
H -18.036 -20.337 34.165
H -20.459 -18.625 35.865
H -19.904 -17.002 35.328
H -22.440 -17.892 34.818
H -21.557 -16.725 33.760
H -22.245 -19.445 32.970
H -21.532 -18.188 32.065
H -20.404 -20.302 33.919
H -19.643 -19.912 32.386
C -16.558 -18.105 44.692
C -17.348 -16.841 44.296
C -17.703 -16.824 42.816
N -18.699 -15.719 42.452
C -18.346 -14.381 43.070
C -20.089 -16.145 42.915
C -21.039 -15.237 42.121
C -20.367 -15.140 40.751
C -18.940 -15.681 40.969
H -16.323 -18.212 45.750
H -15.618 -18.108 44.136
H -17.078 -19.038 44.463
H -16.589 -16.092 44.531
H -18.141 -16.757 45.038
H -18.132 -17.746 42.435
H -16.796 -16.632 42.239
H -17.347 -14.052 42.804
H -18.391 -14.427 44.157
H -19.201 -13.772 42.788
H -20.170 -15.957 43.983
H -20.287 -17.185 42.653
H -21.078 -14.279 42.647
H -22.086 -15.543 42.096
H -20.390 -14.232 40.155
H -20.903 -15.905 40.185
H -18.132 -15.092 40.529
H -18.794 -16.661 40.515
C -26.098 -19.842 37.900
C -24.741 -19.456 38.521
C -23.928 -20.696 38.892
N -22.641 -20.516 39.674
C -22.212 -21.891 40.148
C -22.843 -19.595 40.917
C -22.358 -18.245 40.404
C -21.503 -18.397 39.176
C -21.576 -19.888 38.759
H -26.630 -20.433 38.646
H -25.996 -20.506 37.033
H -26.657 -18.986 37.534
H -25.004 -18.800 39.356
H -24.186 -18.811 37.831
H -23.674 -21.353 38.059
H -24.543 -21.218 39.631
H -21.438 -21.773 40.907
H -21.808 -22.434 39.294
H -23.113 -22.327 40.571
H -22.336 -20.054 41.761
H -23.896 -19.591 41.196
H -21.926 -17.669 41.227
H -23.137 -17.507 40.227
H -20.463 -18.181 39.425
H -21.830 -17.787 38.334
H -20.627 -20.400 38.904
H -21.906 -19.998 37.727
C -19.891 -23.984 42.110
C -19.919 -24.631 40.754
C -18.880 -25.748 40.583
N -19.041 -26.517 39.281
C -18.828 -25.671 38.018
C -18.083 -27.704 39.253
C -18.922 -28.986 39.385
C -20.228 -28.591 38.759
C -20.443 -27.169 39.247
H -19.097 -23.246 42.198
H -19.779 -24.741 42.894
H -20.882 -23.590 42.329
H -19.845 -23.851 39.997
H -20.898 -25.118 40.785
H -18.885 -26.501 41.368
H -17.897 -25.346 40.326
H -18.915 -26.336 37.166
H -17.858 -25.207 38.176
H -19.616 -24.923 38.046
H -17.625 -27.698 38.264
H -17.257 -27.604 39.954
H -18.409 -29.786 38.857
H -18.990 -29.161 40.459
H -20.224 -28.683 37.674
H -21.033 -29.199 39.176
H -21.144 -26.547 38.691
H -20.856 -27.070 40.250
C -24.893 -24.463 42.441
C -24.926 -25.846 43.080
C -26.334 -26.439 43.199
N -26.343 -27.899 43.689
C -25.856 -27.966 45.089
C -25.618 -28.864 42.791
C -26.535 -29.094 41.629
C -27.941 -29.071 42.212
C -27.800 -28.446 43.629
H -24.948 -24.455 41.348
H -24.010 -23.867 42.675
H -25.710 -23.777 42.684
H -24.560 -25.779 44.106
H -24.301 -26.555 42.534
H -26.852 -26.446 42.239
H -27.001 -25.960 43.913
H -26.472 -27.346 45.736
H -24.821 -27.655 45.230
H -25.849 -29.004 45.421
H -25.663 -29.786 43.382
H -24.558 -28.661 42.674
H -26.361 -30.000 41.053
H -26.319 -28.261 40.952
H -28.370 -30.071 42.279
H -28.677 -28.570 41.584
H -27.810 -29.233 44.378
H -28.513 -27.648 43.811
Br -25.464 -15.926 40.802
Br -19.516 -20.216 42.456
Br -26.248 -20.429 42.608
```

Energy: -9573.2103 a.u.
Lowest unoccupied orbital energy: -4.507 eV
Molar mass: 880.9 g mol⁻¹
Kohn-Sham gap: 3.510 eV
Charge: +2

Löwdin atomic charge list, values in e, 2 entries: C -0.079; C -0.238

***

C24H32CeF3N3SSbSe4Si2 as an isolated structure at a distorted geometry. Source: the OMol25 dataset; level of theory: the ωB97M-V functional and the def2-TZVPD basis.

```
71
C24H32CeF3N3SSbSe4Si2 | the OMol25 dataset | the ωB97M-V functional and the def2-TZVPD basis
Ce -0.832 1.441 0.102
Se -5.380 3.101 -0.458
Sb -3.799 2.713 1.381
Se -3.028 0.269 1.483
Se -1.597 3.969 1.034
Se -4.714 3.390 3.531
C 1.195 -1.648 -2.008
Si 1.778 0.107 -2.100
C 2.869 0.188 -3.616
C 2.858 0.614 -0.688
C 0.257 1.267 -2.197
C -1.010 0.716 -2.644
C -1.106 -0.123 -3.788
C -2.364 -0.553 -4.148
C -3.503 -0.168 -3.437
C -3.372 0.636 -2.336
N -2.152 1.030 -1.932
Si 0.408 3.156 -2.467
C 1.429 4.025 -1.184
C -1.266 3.938 -2.650
C 1.233 3.369 -4.119
H 2.087 -2.298 -1.878
H 0.677 -1.986 -2.913
H 0.533 -1.822 -1.130
H 3.627 -0.595 -3.493
H 3.409 1.145 -3.734
H 2.313 -0.010 -4.550
H 3.338 -0.310 -0.298
H 2.308 1.053 0.155
H 3.668 1.308 -0.996
H -0.220 -0.370 -4.363
H -2.474 -1.209 -5.009
H -4.488 -0.451 -3.794
H -4.210 1.012 -1.755
H 1.097 3.937 -0.124
H 1.406 5.107 -1.420
H 2.476 3.686 -1.228
H -1.907 3.962 -1.752
H -1.856 3.478 -3.458
H -1.093 5.001 -2.925
H 2.305 3.109 -4.119
H 1.151 4.434 -4.410
H 0.719 2.774 -4.889
F 1.129 -7.524 4.233
C 1.766 -7.123 3.072
F 1.352 -7.955 2.032
F 3.135 -7.323 3.239
C 1.484 -5.677 2.750
C 0.703 -4.846 3.597
C 0.412 -3.536 3.243
C 0.898 -2.985 2.029
C 1.713 -3.818 1.208
C 1.974 -5.122 1.556
C 0.539 -1.691 1.614
C 0.154 -0.603 1.133
H 0.316 -5.226 4.544
H -0.202 -2.927 3.890
H 2.143 -3.396 0.319
H 2.601 -5.738 0.918
S 1.026 2.468 2.512
C -0.107 1.699 3.565
N -1.226 2.272 4.067
C -2.025 1.363 4.863
C -1.334 0.011 4.636
N -0.113 0.414 3.949
H -1.586 3.155 3.717
H -3.076 1.404 4.540
H -2.008 1.707 5.907
H -1.945 -0.625 3.967
H -1.115 -0.558 5.564
H 0.623 -0.216 3.656
```

Energy: -12696.0930 a.u.
Lowest unoccupied orbital energy (spin up / spin down): 1.064 / 0.779 eV
Molar mass: 1085.5 g mol⁻¹
Kohn-Sham gap (spin up / spin down): 5.626 / 5.341 eV
Energy relative to the best compared isomer or geometry (same formula, charge and spin): 0.0 kcal per mole
Charge: -1

Löwdin atomic charge list, values in e, 2 entries: Ce -0.041; Se -0.155

***

C29H30BrN7O4SV as an isolated structure at a distorted geometry. Source: the OMol25 dataset; level of theory: the ωB97M-V functional and the def2-TZVPD basis.

```
73
C29H30BrN7O4SV | the OMol25 dataset | the ωB97M-V functional and the def2-TZVPD basis
V -0.306 0.273 0.236
C 5.295 -1.164 -0.174
C 4.810 -0.166 -1.218
N 3.679 -0.653 -2.005
C 4.024 -1.348 -3.245
C 4.036 -0.429 -4.459
C 2.365 -0.473 -1.658
S 2.045 0.307 -0.134
N 1.495 -0.953 -2.546
C 0.168 -0.876 -2.476
O -0.526 -0.288 -1.572
C -0.619 -1.497 -3.568
C -0.017 -2.277 -4.558
C -0.785 -2.873 -5.550
C -2.166 -2.697 -5.578
C -2.771 -1.909 -4.607
C -2.005 -1.316 -3.611
H 6.179 -0.778 0.346
H 5.562 -2.117 -0.643
H 4.509 -1.347 0.561
H 5.615 0.043 -1.925
H 4.541 0.774 -0.747
H 3.319 -2.159 -3.398
H 5.011 -1.790 -3.094
H 3.041 -0.004 -4.606
H 4.317 -0.984 -5.361
H 4.750 0.388 -4.325
H 1.057 -2.406 -4.533
H -0.302 -3.478 -6.310
H -2.762 -3.165 -6.355
H -3.846 -1.750 -4.628
H -2.469 -0.678 -2.867
O -1.230 6.328 0.367
C -0.964 5.015 0.222
C 0.246 4.440 0.561
C 0.395 3.083 0.424
N -0.561 2.249 -0.050
C -1.695 2.866 -0.453
Br -3.031 1.876 -1.350
C -1.952 4.215 -0.312
H -0.466 6.773 0.747
H 1.062 5.028 0.964
H 1.329 2.623 0.695
H -2.893 4.636 -0.634
C 0.559 1.702 5.618
N 0.501 0.768 4.498
C 0.847 -0.545 4.646
C 0.757 -1.433 3.648
C 0.284 -0.942 2.379
O 0.126 -1.650 1.357
N -0.020 0.386 2.229
C 0.024 1.268 3.279
O -0.333 2.440 3.235
H 0.903 1.164 6.498
H -0.422 2.128 5.809
H 1.241 2.520 5.401
H 1.200 -0.824 5.630
H 1.032 -2.471 3.772
N -3.442 -2.394 0.883
C -2.593 -1.644 0.141
N -2.324 -0.491 0.702
C -3.034 -0.492 1.907
C -3.129 0.498 2.884
C -3.920 0.233 3.985
C -4.616 -0.983 4.116
C -4.544 -1.961 3.142
C -3.741 -1.682 2.039
H -3.741 -3.323 0.656
H -2.186 -1.977 -0.802
H -2.590 1.436 2.779
H -4.014 0.980 4.765
H -5.223 -1.154 4.997
H -5.084 -2.897 3.236
```

Energy: -5723.6988 a.u.
Lowest unoccupied orbital energy (spin up / spin down): 0.473 / 0.426 eV
Molar mass: 703.5 g mol⁻¹
Kohn-Sham gap (spin up / spin down): 7.363 / 4.681 eV
Energy relative to the best compared isomer or geometry (same formula, charge and spin): 14.7 kcal per mole
<S²>: 1.166
Charge: 0
2S+1: 2

Löwdin atomic charge list, values in e, 2 entries: V 0.622; C -0.086

***

One molecule with the formula C9H14N2O2 at a distorted geometry. Source: the OMol25 dataset; level of theory: the ωB97M-V functional and the def2-TZVPD basis.

```
27
C9H14N2O2 | the OMol25 dataset | the ωB97M-V functional and the def2-TZVPD basis
C 2.816 -1.923 0.363
C 2.511 -1.006 -0.885
C 2.379 0.498 -0.604
C 3.573 1.020 0.145
N 4.500 1.432 0.690
C 1.130 0.654 0.261
O 1.203 0.919 1.425
N -0.188 0.292 -0.329
O -0.289 0.328 -1.579
C -1.216 0.263 0.522
C -2.581 0.230 -0.055
C -2.831 1.670 -0.534
C -3.513 -0.410 0.943
H 2.150 -1.795 1.241
H 2.600 -2.890 -0.028
H 3.783 -1.899 0.800
H 3.492 -1.167 -1.590
H 1.615 -1.434 -1.434
H 2.443 1.067 -1.530
H -0.906 0.206 1.543
H -2.496 -0.347 -0.973
H -2.145 2.321 -0.036
H -3.852 1.845 -0.279
H -2.783 1.826 -1.586
H -3.245 -0.119 1.894
H -4.520 -0.020 0.777
H -3.630 -1.560 0.837
```

Energy: -611.2010 a.u.
Lowest unoccupied orbital energy (spin up / spin down): -0.411 / -0.412 eV
Molar mass: 182.2 g mol⁻¹
Kohn-Sham gap (spin up / spin down): 8.620 / 8.619 eV
Energy relative to the best compared isomer or geometry (same formula, charge and spin): 102.6 kcal per mole
Charge: 0

natural (NBO) atomic charge list, values in e, 2 entries: C -0.628; C -0.389

***

C25H32F3IN4O4PdSi as an isolated structure at a distorted geometry. Source: the OMol25 dataset; level of theory: the ωB97M-V functional and the def2-TZVPD basis.

```
71
C25H32F3IN4O4PdSi | the OMol25 dataset | the ωB97M-V functional and the def2-TZVPD basis
Pd -2.770 -0.273 2.082
C 0.657 -0.423 -4.945
C 0.157 0.814 -4.205
N -0.123 0.551 -2.808
C -1.428 0.555 -2.377
C -1.810 0.262 -1.117
C -3.263 0.612 -0.781
O -4.065 0.673 -1.703
O -3.519 0.970 0.429
C -0.805 -0.182 -0.177
O -1.040 -0.786 0.923
C 0.550 0.082 -0.550
C 1.587 -0.030 0.418
C 2.884 0.279 0.084
F 3.832 0.231 1.069
C 3.247 0.627 -1.205
C 2.225 0.682 -2.198
C 0.892 0.455 -1.874
N 4.580 0.922 -1.645
C 5.728 0.496 -0.861
C 6.968 0.600 -1.800
N 6.421 0.737 -3.180
C 5.831 2.092 -3.363
C 4.834 2.257 -2.181
H 0.877 -0.174 -5.984
H -0.107 -1.200 -4.927
H 1.558 -0.824 -4.477
H -0.769 1.158 -4.662
H 0.881 1.631 -4.288
H -2.180 0.827 -3.105
H 1.333 -0.326 1.426
H 2.521 0.900 -3.216
H 5.568 -0.529 -0.536
H 5.883 1.111 0.030
H 7.594 -0.287 -1.744
H 7.576 1.475 -1.579
H 5.545 0.159 -3.122
H 7.061 0.460 -3.916
H 5.329 2.113 -4.328
H 6.615 2.845 -3.351
H 3.904 2.707 -2.514
H 5.266 2.912 -1.413
F -4.056 1.688 3.421
C -4.156 0.330 3.315
F -3.804 -0.187 4.545
H -5.198 0.083 3.136
I 1.725 -1.110 5.533
C 0.622 0.301 4.440
C 1.092 1.598 4.299
C 0.310 2.485 3.574
C -0.876 2.049 3.020
N -1.307 0.797 3.154
C -0.573 -0.070 3.863
H 2.033 1.899 4.737
H 0.622 3.510 3.438
H -1.521 2.702 2.447
H -0.964 -1.074 3.960
C -5.705 -3.758 0.329
Si -5.220 -2.664 1.797
C -4.930 -3.806 3.302
C -6.793 -1.660 2.194
O -3.923 -1.814 1.439
H -6.648 -4.268 0.547
H -4.948 -4.518 0.124
H -5.839 -3.158 -0.573
H -5.006 -4.857 3.012
H -5.662 -3.629 4.093
H -3.934 -3.649 3.724
H -7.676 -2.296 2.101
H -6.900 -0.830 1.490
H -6.792 -1.257 3.211
```

Energy: -2506.4022 a.u.
Lowest unoccupied orbital energy (spin up / spin down): -1.072 / -1.106 eV
Molar mass: 771.0 g mol⁻¹
Kohn-Sham gap (spin up / spin down): 3.174 / 6.149 eV
Energy relative to the best compared isomer or geometry (same formula, charge and spin): 22.9 kcal per mole
<S²>: 2.029
Charge: 0
2S+1: 3

Löwdin atomic charge list, values in e, 2 entries: Pd 1.167; C -0.073

***

The highest molar mass belongs to which entry? C24H32CeF3N3SSbSe4Si2